(1)
13
Properties=species:S:1:pos:R:3:lowdin_charge:R:1 method="wB97M-V/def2-TZVPD" lumo_ev=0.77 total_energy_ha=-269.52041 smiles="CC(C)=O.O" fmax_ev_per_a=2.7 homo_lumo_gap_ev=10.439
C -1.900 0.196 0.304 -0.01
C -0.530 0.176 -0.273 -0.57
O -0.294 -0.024 -1.464 0.02
C 0.578 0.317 0.663 -0.02
O 2.199 -0.962 -0.766 -0.10
H -2.221 1.212 0.060 0.10
H -1.917 0.075 1.392 0.09
H -2.541 -0.527 -0.190 0.09
H 0.414 -0.847 0.515 0.17
H 1.417 -0.653 -1.269 0.01
H 1.400 0.936 0.263 0.10
H 0.509 0.423 1.737 0.09
H 2.886 -0.324 -0.973 0.04



(2)
88
Properties=species:S:1:pos:R:3:lowdin_spin:R:1 method="wB97M-V/def2-TZVPD" lumo_ev="4.00 / 4.00" total_energy_ha=-4267.28659 spin_multiplicity=6 fmax_ev_per_a=2.2 homo_lumo_gap_ev="4.597 / 6.217" total_charge=-2
Mn -1.003 0.132 -0.577 4.09
N -5.110 9.359 1.629 0.04
C -4.680 8.338 1.253 0.02
C -4.070 7.068 0.913 0.07
C -4.114 6.001 1.800 0.01
C -3.504 4.795 1.497 0.05
C -2.938 4.562 0.226 0.04
C -2.801 5.670 -0.623 0.05
C -3.334 6.914 -0.287 0.00
C -2.496 3.178 -0.137 0.24
C -1.858 2.442 0.911 0.02
C -1.157 2.916 2.067 0.09
C -0.848 1.790 2.833 0.03
C -1.275 0.688 2.127 0.08
N -1.884 1.053 0.968 0.05
C -2.752 2.534 -1.420 0.01
C -3.666 3.057 -2.429 0.09
C -3.701 2.114 -3.443 0.03
C -2.820 1.081 -3.074 0.10
N -2.230 1.310 -1.883 0.03
H -4.679 6.060 2.725 0.00
H -3.526 4.018 2.263 0.00
H -2.280 5.540 -1.570 0.00
H -3.112 7.729 -0.976 0.00
H -0.958 3.983 2.204 0.00
H -0.438 1.797 3.829 0.00
H -1.237 -0.339 2.434 0.01
H -4.203 3.995 -2.346 0.00
H -4.317 2.191 -4.352 0.00
H -2.623 0.162 -3.626 0.01
N 2.000 -0.011 6.319 0.00
C 2.448 -0.469 5.091 0.00
C 2.021 -1.730 4.649 0.00
C 2.198 -2.143 3.316 0.00
C 2.789 -1.210 2.458 0.00
C 3.275 0.033 2.889 0.00
C 3.104 0.386 4.201 0.00
S 2.658 -1.438 0.688 0.00
O 3.961 -1.393 0.038 0.00
O 1.979 -2.712 0.621 0.00
N 1.554 -0.386 0.078 0.01
C 1.827 0.902 -0.256 0.01
N 0.710 1.644 -0.534 0.02
C 0.852 2.895 -1.021 0.01
C 2.094 3.505 -1.173 0.00
C 3.192 2.676 -0.800 0.00
N 3.050 1.426 -0.364 0.00
H 1.823 -0.772 6.933 0.00
H 2.666 0.633 6.744 0.00
H 1.473 -2.389 5.323 0.00
H 1.835 -3.095 2.882 0.00
H 3.772 0.684 2.175 0.00
H 3.478 1.334 4.592 0.00
H -0.068 3.393 -1.329 0.00
H 2.210 4.538 -1.499 0.00
H 4.189 3.035 -0.904 0.00
C 4.633 -2.285 -3.203 0.00
C 3.528 -3.301 -3.031 0.00
C 2.357 -3.245 -3.785 0.00
C 1.245 -4.043 -3.504 0.00
C 1.430 -4.984 -2.474 0.00
C 2.662 -5.251 -1.861 0.00
C 3.702 -4.386 -2.118 0.00
S -0.062 -5.882 -1.987 0.00
O -0.724 -6.233 -3.227 0.00
O 0.393 -6.900 -1.079 0.00
N -0.951 -4.847 -1.143 0.00
C -1.510 -5.188 0.159 0.00
C -1.577 -3.909 1.002 0.00
C -2.382 -2.758 0.239 0.00
O -3.437 -3.074 -0.334 0.00
O -1.887 -1.556 0.353 0.02
H 4.390 -1.390 -3.802 0.00
H 5.464 -2.730 -3.733 0.00
H 4.995 -1.945 -2.240 0.00
H 2.287 -2.528 -4.592 0.00
H 0.256 -3.977 -4.005 0.00
H 2.718 -6.082 -1.174 0.00
H 4.632 -4.517 -1.599 0.00
H -1.447 -4.170 -1.681 0.00
H -0.853 -5.949 0.590 0.00
H -2.504 -5.627 0.006 0.00
H -0.593 -3.534 1.269 0.00
H -2.118 -4.124 1.903 0.00
C -0.618 -1.141 -2.096 -0.22
H 0.245 -1.667 -1.686 -0.01
H -0.266 -0.506 -2.912 -0.01
H -1.482 -1.741 -2.308 -0.01



(3)
11
Properties=species:S:1:pos:R:3:lowdin_charge:R:1 method="wB97M-V/def2-TZVPD" lumo_ev=0.29 total_energy_ha=-426.92853 fmax_ev_per_a=0.7 homo_lumo_gap_ev=10.361
C -0.925 -1.036 0.000 -0.12
C 1.884 0.935 0.000 -0.20
H -3.107 0.991 0.004 0.10
H -0.823 -2.114 0.011 0.12
H 2.476 1.839 0.008 0.10
N -2.095 -0.545 0.001 0.00
N 0.324 -0.379 -0.007 -0.16
N 0.569 0.927 -0.002 0.13
N 2.423 -0.309 -0.001 0.02
N 1.428 -1.130 -0.007 0.05
O -2.154 0.821 -0.006 -0.05



(4)
21
Properties=species:S:1:pos:R:3:lowdin_charge:R:1 method="wB97M-V/def2-TZVPD" lumo_ev="-0.04 / -1.15" total_energy_ha=-586.71656 fmax_ev_per_a=5.5 homo_lumo_gap_ev="7.723 / 6.875"
C -2.222 0.976 -1.372 -0.10
C -0.973 1.017 -1.977 -0.06
C -2.442 0.298 -0.202 -0.07
C -0.234 -0.459 -0.045 -0.25
C 0.068 0.329 -1.311 -0.19
C -1.498 -0.414 0.481 -0.28
C 3.177 -0.418 1.834 0.02
N 1.228 -0.019 -1.970 0.15
N -1.793 -1.299 1.536 0.13
N 2.048 0.141 1.604 -0.20
O 1.427 1.167 1.674 0.05
O 0.783 -1.098 0.520 -0.04
H -2.982 1.574 -1.979 0.13
H -0.631 1.605 -2.869 0.12
H -3.516 0.281 0.188 0.14
H 4.144 0.026 2.211 0.10
H 3.188 -1.445 1.688 0.04
H 1.373 0.491 -2.801 0.09
H 1.979 -0.156 -1.382 0.06
H -2.183 -0.827 2.277 0.06
H -0.941 -1.770 1.895 0.11



(5)
7
Properties=species:S:1:pos:R:3:lowdin_charge:R:1 method="wB97M-V/def2-TZVPD" lumo_ev="-2.60 / -1.54" total_energy_ha=-771.25387 fmax_ev_per_a=3.2 homo_lumo_gap_ev="6.458 / 7.807"
C -0.284 -1.663 -0.467 -0.66
N -0.168 1.531 0.402 -0.20
N 0.597 -0.914 -0.208 -0.12
O 1.003 1.671 0.236 0.10
O -1.107 2.146 0.670 0.15
O 1.607 -0.252 -0.213 0.04
S -1.647 -2.519 -0.419 0.69



(6)
58
Properties=species:S:1:pos:R:3:lowdin_charge:R:1 method="wB97M-V/def2-TZVPD" lumo_ev=-4.75 total_energy_ha=-3445.10704 fmax_ev_per_a=1.1 homo_lumo_gap_ev=6.279 total_charge=+1
Pd 3.006 -0.022 1.469 1.06
O 2.277 -2.122 0.767 -0.34
S 1.043 -1.863 1.541 0.57
O 0.417 -2.979 2.163 -0.24
O 1.401 -0.742 2.469 -0.38
C -0.193 -1.110 0.412 -0.29
C -1.473 -1.891 0.385 0.00
C -2.510 -1.695 -0.428 -0.07
C -2.823 -0.525 -1.330 -0.50
C -2.657 0.859 -0.672 -0.18
C -0.146 0.437 0.110 -0.24
S 1.148 1.784 0.315 0.48
O 1.518 1.965 1.715 -0.35
O 0.479 2.878 -0.329 -0.27
O 2.277 1.216 -0.440 -0.37
H -1.488 -2.767 1.019 0.11
H -3.282 -2.457 -0.406 0.12
H -3.893 -0.601 -1.547 0.09
H -2.521 1.612 -1.456 0.16
N 6.692 1.467 0.275 0.15
C 5.435 1.560 0.736 -0.10
N 4.858 0.383 0.789 -0.03
C 5.779 -0.550 0.312 -0.20
C 5.677 -1.928 0.140 0.00
C 6.790 -2.572 -0.357 -0.06
C 7.969 -1.878 -0.674 -0.07
C 8.075 -0.513 -0.507 0.00
C 6.951 0.136 -0.008 -0.18
H 7.322 2.241 0.150 0.17
H 4.951 2.485 1.008 0.15
H 4.765 -2.458 0.380 0.10
H 6.757 -3.642 -0.509 0.11
H 8.816 -2.429 -1.059 0.11
H 8.983 0.021 -0.751 0.12
N -7.954 0.296 0.430 0.23
C -6.676 0.575 0.319 -0.22
C -6.246 1.607 -0.582 0.03
C -4.946 1.924 -0.656 0.03
C -3.916 1.251 0.147 -0.38
C -4.417 0.181 1.032 0.00
C -5.716 -0.137 1.113 0.03
S -3.138 2.523 1.310 0.71
O -3.094 3.760 0.607 -0.22
O -3.747 2.409 2.590 -0.23
N -1.656 1.807 1.298 0.07
C -1.497 1.053 0.284 -0.22
S -2.258 -0.608 -3.061 1.00
C -0.562 -0.963 -3.074 -0.39
C 0.373 -0.940 -2.133 -0.11
N 0.208 -0.554 -0.796 -0.02
H -8.647 0.798 -0.104 0.14
H -8.281 -0.411 1.071 0.14
H -6.984 2.134 -1.173 0.13
H -4.615 2.727 -1.305 0.15
H -3.698 -0.324 1.664 0.15
H -6.062 -0.902 1.797 0.14
H -0.252 -1.253 -4.072 0.07
H 1.379 -1.251 -2.386 0.12